Record 1
Here is C16H18Br2N3OPd as an isolated structure from the OMol25 dataset. Energies are from wB97M-V/def2-TZVPD.

```
41
Properties=species:S:1:pos:R:3:forces:R:3
Pd 0.40476 0.07557 -0.06310 1.41 0.25 -0.47
Br -1.29851 0.31114 1.72499 -0.84 0.30 1.01
C -2.97307 1.35663 1.67061 0.14 0.03 -0.34
Br -3.91893 0.99318 0.04160 -0.04 0.13 0.16
H -2.71274 2.41113 1.71092 0.06 -0.20 -0.04
H -3.57912 1.05660 2.52198 0.22 -0.12 -0.12
C 2.69398 -2.99653 -2.42291 0.18 0.05 0.27
N 1.33025 -2.91063 -2.89755 -0.01 0.03 0.01
C 0.98792 -3.59561 -4.12593 -0.22 -0.07 -0.35
C -0.14781 -2.86846 -4.83531 0.00 -0.13 0.16
C -1.30464 -2.67131 -3.86537 0.11 -0.19 -0.39
N -0.81589 -2.01355 -2.66930 0.16 0.04 0.05
C -1.66190 -1.10411 -1.93083 0.19 0.23 0.45
C 0.41721 -2.25655 -2.16395 -0.19 0.18 0.07
O 0.70720 -1.85535 -1.00817 0.18 0.30 0.06
H 3.37329 -2.74630 -3.23860 -0.02 -0.05 -0.01
H 2.92968 -3.99427 -2.05085 0.03 -0.05 -0.01
H 2.82624 -2.27841 -1.61503 0.05 -0.14 -0.09
H 0.70736 -4.63372 -3.90641 0.02 0.07 -0.06
H 1.87786 -3.62504 -4.75701 -0.05 0.01 0.03
H -0.47335 -3.44931 -5.69529 -0.02 0.00 -0.05
H 0.19750 -1.89407 -5.18399 0.03 -0.01 -0.04
H -1.74720 -3.64096 -3.60367 -0.04 0.10 -0.06
H -2.08162 -2.05309 -4.31973 0.07 -0.05 0.08
H -2.61812 -1.00328 -2.43553 0.02 0.04 -0.05
H -1.18025 -0.09036 -1.87999 -0.50 -0.59 -0.02
H -1.84964 -1.48779 -0.91692 -0.03 0.24 -0.22
N 9.34403 -0.34943 3.88859 0.37 -0.08 0.17
C 8.31409 -0.19684 3.41096 0.30 -0.03 0.17
C 7.04619 0.00540 2.81765 -0.82 0.15 -0.40
C 6.96272 0.61065 1.55675 -0.03 0.02 -0.03
C 5.73298 0.81027 0.97428 0.27 0.06 -0.13
C 4.56179 0.39577 1.63205 -0.63 -0.05 -0.18
C 4.65418 -0.20642 2.90080 0.13 -0.10 0.28
C 5.88340 -0.39273 3.49040 -0.03 0.00 0.03
C 3.30530 0.54588 1.01967 2.24 0.12 0.94
C 2.27236 0.70899 0.37477 -2.66 -0.51 -0.80
H 7.86759 0.91431 1.05131 0.02 0.02 -0.01
H 5.65444 1.27302 0.00250 0.00 0.04 -0.06
H 3.75309 -0.51254 3.41178 -0.04 -0.02 -0.02
H 5.96357 -0.84156 4.47004 -0.01 -0.03 0.00
```
Positions in Å, forces in eV/Å.

Properties
<S²> ... 2.035
Relative energy (zero: lowest compared OMol25 entry of this formula, charge and spin) ... 19.8 kcal/mol
2S+1 ... 3
Total charge ... +1
LUMO level (alpha / beta) ... -3.3 / -6.4 eV

=====

Record 2
Here is C52H63As3N6O5S2V as an isolated structure from the OMol25 dataset. Energies are from wB97M-V/def2-TZVPD.

```
132
Properties=species:S:1:pos:R:3:forces:R:3
V 0.23972 -1.22679 -0.86686 -0.66 -0.32 1.65
O 3.47791 -5.17257 -3.32975 0.04 -0.05 -0.16
C 3.45297 -5.42607 -2.04080 0.05 -0.12 0.08
O 4.05308 -6.34849 -1.54038 0.01 0.06 0.03
C 2.64061 -4.51445 -1.18644 -0.16 0.20 -0.12
C 2.54459 -4.62147 0.18210 0.04 -0.08 -0.04
N 1.72344 -3.64394 0.60716 0.12 -0.04 -0.11
N 1.27000 -2.90026 -0.41056 0.88 -1.26 -0.09
C 1.81617 -3.41484 -1.51401 0.14 -0.42 0.49
C 1.36415 -2.83891 -2.81161 -0.10 -0.03 -0.73
O 1.82977 -3.26782 -3.87558 0.08 -0.05 0.23
O 0.45530 -1.95965 -2.70508 0.24 -0.44 -0.55
H 2.86853 -4.41271 -3.60201 0.00 -0.01 0.08
H 3.01229 -5.33149 0.84192 -0.03 0.01 0.06
H 1.42709 -3.44901 1.55150 0.00 0.10 0.01
C -2.90743 -1.52369 2.81099 -0.08 0.02 -0.06
C -1.95940 -2.42404 2.60740 -0.03 -0.13 -0.08
As 1.06739 -0.60457 1.93692 0.35 0.43 1.00
C 2.88923 0.12346 2.13579 0.00 -0.06 -0.13
C 3.92621 -0.52868 1.46969 -0.11 -0.10 -0.02
C 5.23530 -0.09328 1.58854 0.07 0.01 0.01
C 5.53027 1.01197 2.37482 0.01 -0.02 0.04
C 4.51472 1.64186 3.07602 0.01 0.03 0.01
C 3.20654 1.19078 2.96301 -0.16 0.00 0.08
C 1.15477 -1.47179 3.73109 -0.19 -0.23 -0.20
C 0.16091 -1.41451 4.70364 -0.01 0.10 -0.15
C 0.30961 -2.08472 5.90966 -0.01 -0.02 0.07
C 1.44974 -2.83114 6.16473 0.02 0.02 -0.02
C 2.43744 -2.91659 5.19429 -0.01 -0.07 0.04
C 2.28555 -2.25049 3.98833 0.01 0.04 -0.14
As -0.65442 1.15151 2.13028 0.14 0.40 0.41
C -0.85849 1.83838 3.97568 0.01 -0.20 -0.04
C 0.00516 1.73197 5.05999 0.08 -0.06 -0.08
C -0.32206 2.30949 6.27929 0.07 0.02 0.05
C -1.51079 3.00674 6.43039 -0.05 0.03 -0.02
C -2.38637 3.11389 5.35849 0.06 0.04 0.08
C -2.05908 2.52749 4.14704 0.00 -0.13 -0.19
C 0.32292 2.71877 1.47133 0.08 0.00 -0.09
C 1.08134 3.56890 2.27232 -0.01 -0.05 0.07
C 1.74962 4.65106 1.72202 -0.03 0.01 0.02
C 1.63415 4.92155 0.36587 -0.05 0.07 -0.05
C 0.82652 4.12106 -0.42676 0.07 0.04 -0.03
C 0.18228 3.02319 0.12142 -0.17 -0.10 -0.07
H -3.48714 -1.50535 3.72692 0.02 -0.01 0.02
H -3.14325 -0.77306 2.06467 0.00 0.02 0.01
H -1.39628 -2.43847 1.67544 -0.03 0.00 0.12
H -1.71524 -3.18146 3.34261 0.00 0.01 0.02
H 3.70922 -1.38380 0.84006 0.03 0.02 -0.03
H 6.02599 -0.60849 1.05844 -0.01 -0.02 -0.02
H 6.54899 1.36912 2.45326 0.01 -0.01 0.01
H 4.73686 2.48445 3.71865 0.00 0.01 -0.01
H 2.43094 1.67361 3.53892 -0.01 0.04 -0.06
H -0.73088 -0.83051 4.52583 0.00 -0.05 0.05
H -0.47125 -2.01983 6.65711 -0.01 0.04 0.00
H 1.57372 -3.33701 7.11324 -0.03 -0.02 -0.01
H 3.32937 -3.50248 5.37588 0.01 0.01 -0.01
H 3.07356 -2.31979 3.24575 0.03 0.02 0.05
H 0.93314 1.18153 4.96274 -0.02 0.02 0.04
H 0.35931 2.21286 7.11533 0.01 0.01 0.00
H -1.75380 3.46865 7.37838 -0.01 -0.03 0.02
H -3.32092 3.64836 5.47073 0.00 0.01 -0.01
H -2.73964 2.59338 3.30330 -0.05 0.05 0.06
H 1.13877 3.39674 3.33895 0.04 0.02 0.00
H 2.34966 5.29073 2.35721 0.00 0.00 0.00
H 2.14584 5.77190 -0.06802 0.01 0.00 0.02
H 0.69293 4.35001 -1.47536 0.02 -0.03 -0.07
H -0.45981 2.40785 -0.49798 0.03 -0.08 -0.05
C 5.27764 1.63362 -1.77585 -0.14 0.09 -0.01
C 4.02168 2.31819 -1.23990 0.19 -0.19 0.07
N 2.90495 2.26369 -2.16940 -0.23 -0.12 -0.13
C 2.92035 3.17762 -3.30980 -0.19 0.01 -0.13
C 3.28451 2.46745 -4.61266 0.03 0.08 0.17
C 1.95151 1.30846 -2.10259 0.21 -0.23 0.43
S 2.24280 -0.04743 -1.08343 0.82 0.60 -0.16
N 0.90197 1.46736 -2.89348 -0.36 0.17 -0.49
C -0.26917 0.84435 -2.76541 0.70 0.41 0.30
O -0.65677 0.17146 -1.77412 -1.13 1.61 -1.34
C -1.21202 1.10885 -3.88691 -0.34 0.00 -0.19
C -2.54857 0.72854 -3.78694 0.14 -0.13 0.04
C -3.43572 1.00720 -4.81702 -0.07 0.00 -0.01
C -2.99273 1.64631 -5.96571 -0.01 -0.04 -0.01
C -1.65337 1.99392 -6.08841 -0.05 -0.01 -0.04
C -0.77221 1.73863 -5.05265 0.03 -0.05 0.13
H 6.01436 1.52191 -0.98093 0.04 0.03 0.01
H 5.72473 2.21147 -2.58601 0.04 -0.03 -0.02
H 5.01882 0.64371 -2.15154 0.05 -0.04 0.03
H 4.21517 3.37169 -1.02049 -0.02 -0.01 -0.03
H 3.71174 1.84349 -0.30984 -0.02 0.05 0.00
H 3.63810 3.96760 -3.08578 -0.02 -0.01 0.04
H 1.93214 3.62703 -3.41172 0.04 0.06 0.02
H 4.29761 2.06960 -4.56958 0.02 0.00 -0.04
H 3.21278 3.16093 -5.45130 0.03 0.00 -0.02
H 2.59651 1.64077 -4.77857 0.01 -0.01 -0.07
H -2.87978 0.21896 -2.89122 0.02 0.09 0.04
H -4.47496 0.71519 -4.72744 0.00 0.00 0.02
H -3.68730 1.85869 -6.76826 0.01 -0.01 -0.03
H -1.29810 2.45412 -7.00128 0.01 0.06 0.03
H 0.26868 2.01653 -5.12608 0.03 0.02 -0.02
S -3.19747 0.90993 -0.24030 -0.17 0.16 -0.04
C -3.67416 2.45739 -0.58047 -0.26 -0.13 0.20
N -3.77812 3.04196 -1.79230 -0.09 0.15 0.12
C -4.21578 4.42618 -1.70441 0.17 0.09 -0.10
C -4.77298 4.48754 -0.27663 -0.05 0.02 0.04
N -4.09205 3.36252 0.34823 0.06 0.24 -0.13
H -3.33487 2.65018 -2.60487 0.03 -0.13 -0.05
H -4.97003 4.64335 -2.45997 0.01 0.05 0.05
H -3.37659 5.11690 -1.83499 -0.02 -0.03 0.01
H -5.85905 4.34546 -0.27402 0.04 0.00 0.02
H -4.53618 5.42325 0.22728 -0.03 0.01 -0.05
H -4.32127 3.04752 1.27303 -0.04 -0.15 -0.03
C -4.92263 -2.07607 -0.39896 0.18 -0.09 -0.05
C -3.86922 -3.17126 -0.30323 0.09 0.21 -0.01
As -2.06545 -2.75365 -1.04947 -0.60 -0.73 0.01
C -2.56628 -2.73984 -2.95420 -0.01 -0.01 -0.11
C -3.14940 -4.02471 -3.53155 0.02 0.07 0.13
C -1.32048 -4.59403 -0.82316 -0.05 0.01 -0.05
C -2.27827 -5.76348 -0.60748 0.04 0.11 -0.07
H -5.86881 -2.43404 0.01239 -0.02 -0.01 -0.04
H -5.09326 -1.78009 -1.43558 -0.03 0.07 0.02
H -4.62265 -1.19451 0.15774 -0.09 0.09 0.01
H -4.22300 -4.05163 -0.83933 0.13 -0.05 0.04
H -3.72819 -3.44832 0.74124 0.07 -0.06 -0.03
H -1.67450 -2.45129 -3.50972 0.01 0.07 0.09
H -3.28818 -1.92728 -3.06294 0.05 0.01 0.05
H -2.44199 -4.85062 -3.45263 -0.03 -0.03 -0.02
H -3.37514 -3.88649 -4.59021 -0.01 -0.01 -0.01
H -4.07687 -4.30706 -3.03051 0.01 -0.08 -0.03
H -0.65320 -4.54703 0.03928 0.04 0.08 -0.07
H -0.69394 -4.78067 -1.69960 0.04 0.06 0.04
H -2.86564 -5.62609 0.29988 -0.04 -0.06 -0.02
H -1.70561 -6.68633 -0.49719 -0.01 -0.02 0.00
H -2.96142 -5.89661 -1.44501 -0.04 -0.02 0.04
```
Positions in Å, forces in eV/Å.

Properties
<S²> ... 3.764
Relative energy (zero: lowest compared OMol25 entry of this formula, charge and spin) ... 23.8 kcal/mol
2S+1 ... 4
LUMO level (alpha / beta) ... 0.3 / 0.2 eV

=====

Record 3
Here is C20H26N5S2Sn as an isolated structure from the OMol25 dataset. Energies are from wB97M-V/def2-TZVPD.

```
54
Properties=species:S:1:pos:R:3:forces:R:3
Sn -1.50290 0.40368 -0.80714 -0.13 -0.12 0.25
C -1.96257 3.79535 -2.37952 0.01 0.01 0.02
C -2.59227 2.97989 -1.28616 0.10 0.03 -0.14
C -2.17721 3.10639 0.05000 -0.01 -0.02 -0.02
C -2.85949 2.45092 1.08256 0.00 0.01 -0.01
C -3.92575 1.61309 0.79486 -0.01 0.00 -0.02
C -4.30704 1.42063 -0.53579 0.00 0.02 0.01
C -3.65135 2.10451 -1.56473 -0.02 -0.06 0.03
H -2.50969 4.73427 -2.48772 0.00 0.00 0.00
H -2.00553 3.28305 -3.34043 0.00 0.00 0.00
H -0.92785 4.05143 -2.15381 0.00 0.00 0.00
H -1.36328 3.78178 0.28709 -0.01 0.01 0.01
H -2.55636 2.61374 2.10879 0.00 0.00 0.00
H -4.46636 1.11752 1.58994 0.00 0.00 0.00
H -5.14158 0.77146 -0.77019 0.00 0.01 0.00
H -3.99479 1.99298 -2.58699 -0.01 0.01 0.00
S 1.08988 -0.11346 1.83908 0.00 0.02 -0.02
C 1.01633 -1.60852 0.85147 -0.05 -0.05 0.01
C 1.85816 -2.67816 1.09107 0.00 -0.01 0.02
C 1.74781 -3.80140 0.28279 0.01 -0.01 0.02
C 0.81416 -3.80182 -0.73947 -0.04 0.00 -0.01
C 0.03091 -2.67509 -0.91928 -0.01 0.00 -0.01
N 0.11488 -1.59293 -0.13704 0.18 0.12 -0.15
H 2.58635 -2.63596 1.88932 0.00 0.00 0.00
H 2.38814 -4.65799 0.44615 0.00 0.00 0.00
H 0.69121 -4.65557 -1.39066 0.01 0.00 0.00
H -0.70380 -2.64331 -1.71679 0.01 0.02 -0.01
N 0.53109 0.51989 -6.82217 0.01 0.00 -0.01
C 0.13608 0.46350 -5.55698 0.00 0.00 0.00
C 0.96121 0.92230 -4.49828 0.00 0.00 0.01
C 0.51238 0.84894 -3.21581 0.02 -0.02 0.00
N -0.70397 0.35135 -2.87852 -0.02 0.04 0.04
C -1.49942 -0.08729 -3.88795 -0.01 0.02 0.00
C -1.13351 -0.05680 -5.19786 0.00 0.00 0.00
H 1.43018 0.89547 -7.07778 0.00 0.00 0.00
H -0.05702 0.19532 -7.57308 0.00 0.00 0.01
H 1.94222 1.33017 -4.70003 0.00 0.00 -0.01
H 1.14014 1.19837 -2.40307 -0.01 0.00 0.00
H -2.47315 -0.47803 -3.60879 0.00 0.00 0.00
H -1.81359 -0.42600 -5.95340 0.00 0.00 0.00
C 4.50059 -0.52012 4.79337 0.01 0.01 -0.01
N 3.22457 -0.48770 4.07283 -0.01 0.00 -0.01
C 2.08630 -0.89441 4.59145 0.00 0.00 0.00
S 0.54602 -0.76742 3.70414 -0.01 0.00 0.00
N 2.01770 -1.38852 5.80672 0.01 -0.02 0.01
C 0.82284 -1.89087 6.49784 -0.02 0.03 -0.02
H 5.27331 -0.13921 4.13385 0.00 0.00 0.00
H 4.75671 -1.54276 5.07196 0.00 0.00 0.00
H 4.46031 0.11597 5.67881 0.00 0.00 0.00
H 3.19020 -0.06149 3.15831 0.02 0.00 0.00
H 2.86911 -1.37534 6.35350 0.00 -0.01 0.00
H 0.05378 -2.16407 5.77983 0.01 -0.02 -0.01
H 0.43767 -1.13527 7.17942 -0.01 0.00 0.00
H 1.09822 -2.78247 7.05426 0.01 0.01 0.02
```
Positions in Å, forces in eV/Å.

Properties
Relative energy (zero: lowest compared OMol25 entry of this formula, charge and spin) ... 6.6 kcal/mol
Total charge ... +3
LUMO level ... -9.6 eV

=====

Record 4
Here is a 6-piece molecular cluster, H12O6 overall from the OMol25 dataset. Energies are from wB97M-V/def2-TZVPD.

```
18
Properties=species:S:1:pos:R:3:forces:R:3
H 0.18553 -0.90386 0.16825 -0.95 0.90 -1.08
H -0.98803 -0.17816 -0.59853 -1.69 0.68 0.77
H -2.05513 -1.78988 -1.10199 0.70 -0.54 1.80
H -0.76966 -2.38957 -1.02916 1.92 -0.90 -0.92
H -4.45470 1.74714 1.26412 1.44 -0.91 0.89
H -3.02148 1.07986 1.35335 0.10 0.13 -0.72
H 2.00703 1.02015 -3.31291 -2.15 -1.05 -1.73
H 1.28932 0.58380 -4.71959 0.63 0.21 -0.47
H 5.09717 -0.65564 1.27842 -1.64 -0.48 0.68
H 4.54747 -1.73181 2.19706 0.10 -0.68 0.50
H -1.34677 1.32756 2.02626 -3.18 -3.63 0.38
H 0.12013 1.55253 1.78173 -0.39 0.02 0.00
O -0.12597 -0.48558 -0.66661 6.64 3.21 -0.22
O -1.36146 -2.03779 -0.40961 -6.55 -3.34 -0.30
O -3.81574 1.24458 1.84809 -1.73 0.76 -0.31
O 1.17378 0.64338 -3.77881 1.48 0.82 2.16
O 4.24556 -0.98800 1.69223 1.53 1.15 -1.18
O -0.72706 1.96130 2.00770 3.76 3.64 -0.24
```
Positions in Å, forces in eV/Å.

Properties
SMILES ... O.O.O.O.O.O
Relative energy (zero: lowest compared OMol25 entry of this formula, charge and spin) ... 98.9 kcal/mol
LUMO level ... 0.4 eV